The following is a DFT calculation (the ωB97M-V functional and the def2-TZVPD basis) of the ion C6H10N with charge +1 in a non-equilibrium geometry.

The geometry in ORCA input format:
```
! wB97M-V def2-TZVPD RIJCOSX def2/J DEFGRID3
* xyz 1 1
C -1.431 -0.184 -0.071
C -0.223 0.594 -0.404
C 0.525 -1.531 0.399
C 0.963 -0.210 -0.099
C -2.791 0.260 -0.031
C 2.315 0.138 -0.241
N -0.873 -1.636 0.458
H -0.444 0.560 -1.535
H -0.094 1.726 -0.038
H 0.855 -2.310 -0.324
H 0.851 -1.989 1.309
H -2.798 1.321 -0.152
H -3.346 -0.063 0.790
H -3.411 -0.120 -0.862
H 2.850 -0.253 -1.185
H 3.133 -0.217 0.501
H 2.460 1.281 -0.323
*
```

Computed properties:
* gap between HOMO and LUMO (spin up / spin down): 6.895 / 6.902 eV
* energy relative to the best compared isomer or geometry (same formula, charge and spin): 388.9 kJ/mol
* E: -288.9348 a.u.

Mulliken atomic charge list, values in e, 8 entries: 0.353, -0.200, -0.602, 0.690, -1.253, -1.227, -0.448, 0.288


The following is a DFT calculation (the ωB97M-V functional and the def2-TZVPD basis) of a cluster of 2 separate species, C4H6ClNOS in total.

The geometry in ORCA input format:
```
! wB97M-V def2-TZVPD RIJCOSX def2/J DEFGRID3
* xyz 0 1
C 0.149 0.240 -2.365
C -0.055 1.335 -1.677
C 1.645 1.442 0.528
C -0.406 0.364 1.275
N 0.942 0.882 1.467
O -0.407 -1.017 1.109
S 3.076 2.067 0.292
Cl -1.068 2.643 -1.982
H -0.342 0.005 -3.304
H 0.863 -0.492 -2.016
H -0.818 0.883 0.396
H -1.002 0.566 2.168
H 1.358 0.676 2.373
H -0.037 -1.236 0.245
*
```

Computed properties:
* gap between HOMO and LUMO (spin up / spin down): 7.085 / 8.159 eV
* energy relative to the best compared isomer or geometry (same formula, charge and spin): 465.1 kJ/mol
* E: -1144.2312 a.u.

Mulliken atomic charge list, values in e, 8 entries: -0.484, -0.038, 0.232, -0.262, -0.112, -0.529, -0.295, -0.155


The following is a DFT calculation (the ωB97M-V functional and the def2-TZVPD basis) of the molecule CH3NO2S in a non-equilibrium geometry.

The geometry in ORCA input format:
```
! wB97M-V def2-TZVPD RIJCOSX def2/J DEFGRID3
* xyz 0 3
C 0.228 -0.519 -0.137
N -0.038 0.936 -0.756
O -0.991 1.498 -0.251
O 0.770 1.247 -1.568
S -0.947 -0.871 1.201
H -0.020 -1.089 -1.099
H 1.122 -0.681 0.305
H -0.124 -0.521 2.305
*
```

Computed properties:
* gap between HOMO and LUMO (spin up / spin down): 7.397 / 6.443 eV
* energy relative to the best compared isomer or geometry (same formula, charge and spin): 409.1 kJ/mol
* E: -643.0450 a.u.
* <S²>: 2.009

Taken from the Mulliken analysis, the atomic charges in e are: -0.545, 0.840, -0.594, -0.429, -0.085, 0.306, 0.339, 0.167


The following is a DFT calculation (the ωB97M-V functional and the def2-TZVPD basis) of a structure of composition C27H18F5LaN5O4 in a non-equilibrium geometry.

The geometry in ORCA input format:
```
! wB97M-V def2-TZVPD RIJCOSX def2/J DEFGRID3
* xyz 1 1
La -0.583 -16.486 9.668
O -3.308 -16.168 16.548
C -3.193 -17.239 15.903
O -3.209 -18.449 16.252
C -2.884 -17.026 14.421
C -2.965 -18.040 13.519
C -2.549 -17.916 12.149
N -2.165 -16.657 11.734
C -2.102 -15.662 12.585
C -2.421 -15.780 13.954
C -1.517 -14.398 12.082
C -1.115 -13.354 12.919
C -0.508 -12.260 12.318
C -0.284 -12.158 10.953
C -0.702 -13.228 10.161
N -1.229 -14.326 10.755
C -2.516 -19.035 11.191
C -2.989 -20.277 11.416
C -2.846 -21.303 10.452
C -2.104 -21.010 9.333
C -1.492 -19.801 9.245
N -1.679 -18.811 10.073
H -3.081 -19.054 13.903
H -2.401 -14.983 14.720
H -1.428 -13.263 13.927
H -0.126 -11.481 12.991
H 0.054 -11.201 10.536
H -0.688 -13.272 9.090
H -3.693 -20.396 12.314
H -3.358 -22.251 10.457
H -1.848 -21.766 8.657
H -0.724 -19.642 8.453
F 2.698 -16.478 3.444
C 1.970 -16.119 4.535
C 1.132 -15.000 4.502
F 1.116 -14.276 3.382
C 0.308 -14.659 5.583
F -0.425 -13.536 5.610
C 0.197 -15.493 6.686
O -0.648 -15.224 7.660
C 0.919 -16.669 6.621
F 0.823 -17.561 7.687
C 1.815 -16.984 5.625
F 2.410 -18.198 5.655
N 1.732 -16.610 10.591
C 2.753 -16.501 11.116
N 3.954 -16.445 11.603
C 5.016 -16.835 10.672
C 6.041 -15.697 10.532
O 6.480 -15.298 11.842
C 5.416 -14.711 12.525
C 4.292 -15.687 12.920
H 4.521 -17.054 9.756
H 5.414 -17.693 11.140
H 5.586 -14.895 9.971
H 6.875 -16.050 10.038
H 4.973 -13.835 11.949
H 5.787 -14.266 13.466
H 3.350 -15.252 13.234
H 4.682 -16.475 13.596
*
```

Computed properties:
* gap between HOMO and LUMO: 6.078 eV
* E: -2145.1549 a.u.

Mulliken atomic charge list, values in e, 8 entries: 1.454, -0.703, 0.434, -0.701, -0.646, -0.590, 0.596, -0.298